{
  "formula": "C22H43N2OP3Ti",
  "method": "ωB97M-V with the def2-TZVPD basis set",
  "symbols": ["Ti", "P", "P", "P", "H", "C", "C", "H", "C", "C", "C", "C", "C", "C", "C", "C", "C", "H", "H", "H", "H", "H", "H", "H", "H", "H", "H", "H", "H", "H", "H", "H", "H", "H", "H", "H", "H", "H", "H", "H", "H", "H", "H", "H", "H", "H", "C", "C", "C", "C", "C", "C", "O", "H", "H", "H", "H", "H", "H", "N", "C", "C", "C", "N", "C", "C", "H", "H", "H", "H", "H", "H"],
  "positions_angstrom": [[-0.112, -0.096, -1.334], [0.614, -2.255, -2.110], [2.211, -0.078, -0.012], [-2.666, 0.103, -1.349], [1.666, 2.027, -1.791], [0.653, 2.432, -1.637], [0.055, 2.570, -0.412], [0.598, 2.490, 0.532], [1.649, -2.140, -3.595], [1.398, -3.597, -1.166], [-0.963, -2.934, -2.722], [2.792, 1.364, 0.966], [2.627, -1.358, 1.252], [3.601, -0.284, -1.177], [-3.425, 1.622, -0.670], [-3.543, -1.174, -0.370], [-3.525, -0.041, -2.958], [0.220, 2.911, -2.514], [-1.007, 2.829, -0.361], [1.022, -2.317, -4.472], [2.443, -2.894, -3.552], [2.114, -1.158, -3.711], [1.181, -4.525, -1.715], [0.999, -3.669, -0.147], [2.484, -3.425, -1.120], [-0.713, -3.870, -3.233], [-1.460, -2.258, -3.432], [-1.672, -3.143, -1.910], [3.837, 1.194, 1.265], [2.189, 1.476, 1.876], [2.732, 2.286, 0.383], [3.664, -1.204, 1.586], [2.531, -2.370, 0.847], [1.967, -1.264, 2.123], [4.505, 0.114, -0.704], [3.400, 0.274, -2.098], [3.748, -1.340, -1.425], [-4.479, 1.667, -0.971], [-2.914, 2.509, -1.066], [-3.362, 1.657, 0.424], [-4.620, -1.065, -0.532], [-3.328, -1.081, 0.704], [-3.229, -2.178, -0.687], [-4.538, 0.370, -2.828], [-3.578, -1.095, -3.257], [-3.005, 0.533, -3.739], [-0.246, 0.890, -4.634], [0.445, 0.274, -5.670], [0.171, 0.686, -6.988], [-0.760, 1.691, -7.242], [-1.353, 2.357, -6.168], [-1.089, 1.993, -4.847], [-0.116, 0.484, -3.291], [-0.618, 1.168, -2.712], [1.227, -0.469, -5.467], [0.693, 0.205, -7.809], [-1.002, 1.985, -8.268], [-2.018, 3.199, -6.359], [-1.490, 2.554, -4.007], [-1.997, -1.490, 4.810], [-1.565, -1.139, 3.572], [-1.023, -2.090, 2.690], [-0.651, -1.693, 1.416], [-0.708, -0.410, 0.966], [-1.165, 0.513, 1.853], [-1.646, 0.191, 3.115], [-1.919, -2.446, 5.134], [-2.410, -0.824, 5.436], [-0.907, -3.123, 2.998], [-0.288, -2.452, 0.711], [-1.152, 1.554, 1.534], [-2.060, 0.969, 3.754]],
  "de_lowest_kcal_mol": 0.0,
  "multiplicity": 2,
  "e_homo_ev": [-16.99, -17.00],
  "e_lumo_ev": [-10.2471, -9.9302],
  "orbital_gap_ha": [0.24790, 0.25987],
  "total_charge": 3
}